1.
C24H12AuF12N3O2S2 | the ωB97M-V functional and the def2-TZVPD basis

The energy relative to the best compared isomer or geometry (same formula, charge and spin) comes out at 0.00 kJ/mol. As for the largest force on an atom: 0.0230 Eh/bohr. The HOMO energy comes out at -1.5 eV. As for the multiplicity: 1. The total charge is -2. The calculation puts the LUMO energy at 4.308 eV.

Each line ends with the natural charge from an NBO analysis.
Element x y z (Å)
Au1 0.24 -1.72 -0.02  1.361
C1 2.72 3.10 -4.57  -0.614
C2 2.06 2.38 -3.43  -0.114
C3 0.91 2.86 -2.82  -0.221
C4 0.31 2.17 -1.79  -0.201
C5 0.83 0.95 -1.29  0.147
N1 0.14 0.32 -0.29  -0.676
C6 -0.54 0.98 0.71  0.267
C7 -0.01 2.17 1.25  -0.258
C8 -0.64 2.87 2.26  -0.197
C9 -1.84 2.41 2.79  -0.094
C10 -2.53 3.13 3.92  -0.616
C11 -2.36 1.24 2.28  -0.118
C12 -1.75 0.50 1.26  -0.132
C13 -2.47 -0.75 0.73  0.101
O1 -1.81 -1.64 -0.05  -0.736
C14 -3.60 -0.22 -0.23  0.965
F1 -4.39 -1.21 -0.65  -0.326
F2 -3.04 0.34 -1.31  -0.324
F3 -4.41 0.72 0.30  -0.340
C15 -3.17 -1.54 1.91  0.955
F4 -2.49 -1.49 3.06  -0.311
F5 -3.32 -2.82 1.59  -0.303
F6 -4.43 -1.08 2.19  -0.356
C16 1.99 0.45 -1.92  -0.051
C17 2.56 1.18 -2.96  -0.144
C18 2.66 -0.87 -1.49  0.083
O2 2.26 -1.44 -0.32  -0.744
C19 2.51 -1.91 -2.65  0.947
F7 3.07 -1.53 -3.83  -0.345
F8 3.06 -3.08 -2.33  -0.317
F9 1.21 -2.12 -2.91  -0.322
C20 4.19 -0.61 -1.23  0.965
F10 4.37 0.50 -0.50  -0.328
F11 4.94 -0.44 -2.35  -0.347
F12 4.76 -1.62 -0.57  -0.310
H1 2.49 4.17 -4.55  0.199
H2 2.38 2.72 -5.54  0.202
H3 3.80 2.99 -4.54  0.206
H4 0.46 3.79 -3.16  0.190
H5 -0.61 2.54 -1.35  0.208
H6 0.93 2.52 0.86  0.214
H7 -0.18 3.77 2.65  0.190
H8 -2.26 4.19 3.93  0.198
H9 -2.25 2.71 4.89  0.210
H10 -3.62 3.06 3.83  0.207
H11 -3.30 0.88 2.69  0.205
H12 3.45 0.79 -3.45  0.206
S1 0.69 -2.23 2.66  -0.376
C21 -0.05 -3.78 2.63  -0.270
C22 -0.40 -4.33 3.91  0.301
N2 -0.65 -4.77 4.95  -0.397
C23 -0.34 -4.52 1.52  -0.368
S2 0.07 -4.13 -0.12  -0.162
C24 -1.02 -5.76 1.68  0.300
N3 -1.58 -6.77 1.80  -0.407

2.
C6H11N3 | the ωB97M-V functional and the def2-TZVPD basis

The energy relative to the best compared isomer or geometry (same formula, charge and spin) comes out at 799.17 kJ/mol. As for the largest force on an atom: 0.1001 Eh/bohr. The HOMO energy comes out at -8.3 eV. As for the multiplicity: 1. The calculation puts the LUMO energy at 0.781 eV. The SMILES is C=NN1C[C@@H]2NCC[C@H]21.

Each line ends with the natural charge from an NBO analysis.
Element x y z (Å)
C1 2.49 1.71 1.67  -0.257
N1 2.09 0.75 0.78  -0.190
N2 0.86 0.70 0.28  -0.238
C2 -0.43 1.38 0.88  -0.268
C3 -1.12 0.45 -0.28  -0.032
N3 -2.26 -0.37 -0.74  -0.622
C4 -1.37 -1.61 -1.21  -0.230
C5 0.19 -1.62 -0.77  -0.435
C6 0.10 -0.46 0.15  -0.109
H1 3.52 1.35 2.14  0.190
H2 2.21 2.76 1.88  0.188
H3 -0.42 0.90 1.97  0.214
H4 -0.40 2.53 0.70  0.224
H5 -0.51 0.90 -1.30  0.161
H6 -2.71 0.21 -1.72  0.371
H7 -1.41 -1.62 -2.43  0.188
H8 -1.94 -2.50 -0.94  0.208
H9 0.47 -2.70 -0.29  0.220
H10 0.85 -1.83 -1.77  0.241
H11 -0.23 -0.92 1.03  0.175

3.
C2H3CdO3 | the ωB97M-V functional and the def2-TZVPD basis

As for the largest force on an atom: 0.0939 Eh/bohr. The HOMO energy (spin up / spin down) comes out at -2.7 / -2.7 eV. As for the multiplicity: 1. The total charge is -1. The calculation puts the LUMO energy (spin up / spin down) at 2.439 / 2.438 eV.

Each line ends with the natural charge from an NBO analysis.
Element x y z (Å)
O1 -0.76 1.16 1.36  -0.837
C1 -0.03 0.74 0.32  0.309
C2 -0.59 -0.54 -0.35  -0.126
O2 1.42 0.73 0.78  -1.033
Cd1 1.98 -0.83 -0.03  1.407
H1 -1.16 -1.08 0.44  0.143
H2 -1.29 -0.23 -1.15  0.140
O3 0.38 -1.44 -0.81  -1.041
H3 0.03 1.48 -0.54  0.038

4.
C4H7NS | the ωB97M-V functional and the def2-TZVPD basis

The energy relative to the best compared isomer or geometry (same formula, charge and spin) comes out at 138.32 kJ/mol. As for the largest force on an atom: 0.0539 Eh/bohr. The HOMO energy comes out at -9.6 eV. As for the multiplicity: 1. The calculation puts the LUMO energy at 0.611 eV. The SMILES is CC(C)(S)C#N.

Each line ends with the natural charge from an NBO analysis.
Element x y z (Å)
C1 0.33 1.27 -1.25  -0.605
C2 -0.03 0.37 -0.04  -0.277
C3 -0.15 1.20 1.30  -0.621
S1 1.17 -1.01 0.05  0.013
C4 -1.25 -0.33 -0.12  0.256
N1 -2.14 -1.03 -0.18  -0.283
H1 0.03 0.91 -2.32  0.239
H2 1.38 1.61 -1.28  0.229
H3 -0.21 2.19 -1.12  0.215
H4 -1.08 1.93 1.47  0.243
H5 0.83 1.82 1.48  0.223
H6 -0.30 0.49 2.19  0.239
H7 2.20 -0.59 0.78  0.130

5.
C2HBr2FO | the ωB97M-V functional and the def2-TZVPD basis

The energy relative to the best compared isomer or geometry (same formula, charge and spin) comes out at 34.72 kJ/mol. As for the largest force on an atom: 0.0481 Eh/bohr. The HOMO energy comes out at -10.5 eV. As for the multiplicity: 1. The calculation puts the LUMO energy at 0.177 eV.

Each line ends with the natural charge from an NBO analysis.
Element x y z (Å)
C1 -3.16 1.58 -0.57  0.499
C2 0.92 0.38 -0.42  0.072
O1 -2.79 0.91 0.23  -0.500
F1 0.72 0.16 -1.73  -0.333
Br1 0.52 2.24 0.11  0.043
Br2 2.78 0.04 0.07  0.020
H1 0.38 -0.44 0.00  0.199

6.
C30H31BF6N5OPPtS2Te | the ωB97M-V functional and the def2-TZVPD basis

The energy relative to the best compared isomer or geometry (same formula, charge and spin) comes out at 63.29 kJ/mol. As for the largest force on an atom: 0.0054 Eh/bohr. The HOMO energy (spin up / spin down) comes out at -6.1 / -8.0 eV. As for the multiplicity: 5. The expectation value of S² is 6.02. The calculation puts the LUMO energy (spin up / spin down) at 0.331 / -1.695 eV.

Each line ends with the Löwdin charge.
Element x y z (Å)
Pt1 -0.22 -0.61 0.03  0.243
C1 3.51 -2.57 1.89  -0.101
N1 2.26 -3.28 2.06  -0.143
C2 1.95 -4.04 3.17  -0.041
C3 0.76 -4.63 2.90  -0.060
N2 0.36 -4.26 1.64  0.019
B1 -0.89 -5.04 1.04  -0.444
N3 -1.17 -4.59 -0.40  -0.026
C4 -0.83 -5.30 -1.53  -0.056
C5 -1.15 -4.55 -2.61  -0.042
N4 -1.69 -3.38 -2.13  -0.116
C6 -2.13 -2.26 -2.94  -0.025
C7 -1.68 -3.41 -0.78  -0.758
S1 -2.20 -2.14 0.25  0.590
C8 1.28 -3.43 1.13  -0.676
S2 1.32 -2.59 -0.39  0.571
H1 3.69 -1.93 2.75  0.071
H2 3.42 -1.95 0.99  0.013
H3 4.33 -3.27 1.77  0.106
H4 2.58 -4.07 4.04  0.124
H5 0.16 -5.29 3.50  0.124
H6 -0.57 -6.21 0.99  0.077
H7 -1.83 -4.84 1.76  0.068
H8 -0.39 -6.28 -1.46  0.121
H9 -1.06 -4.75 -3.66  0.120
H10 -1.90 -2.48 -3.98  0.097
H11 -1.63 -1.35 -2.63  0.063
H12 -3.21 -2.12 -2.83  0.084
N5 1.04 1.11 -1.21  -0.014
C9 0.68 2.43 -0.76  -0.345
C10 1.61 3.46 -0.75  -0.017
C11 1.26 4.71 -0.27  -0.054
C12 -0.03 4.96 0.19  -0.071
C13 -0.96 3.94 0.18  -0.068
C14 -0.61 2.67 -0.29  -0.338
P1 -1.71 1.24 -0.19  0.904
C15 -2.70 1.32 -1.72  -0.357
C16 -3.77 0.44 -1.88  -0.141
C17 -4.52 0.45 -3.04  -0.084
C18 -4.19 1.33 -4.07  -0.080
C19 -3.12 2.19 -3.93  -0.076
C20 -2.38 2.20 -2.75  -0.074
C21 -2.88 1.62 1.14  -0.354
C22 -2.46 1.37 2.45  -0.096
C23 -3.30 1.66 3.52  -0.068
C24 -4.56 2.18 3.29  -0.077
C25 -4.99 2.42 1.99  -0.074
C26 -4.16 2.14 0.92  -0.081
H13 2.05 0.95 -1.05  0.052
H14 0.76 0.94 -2.16  0.100
H15 2.61 3.26 -1.10  0.095
H16 2.01 5.49 -0.26  0.111
H17 -0.30 5.93 0.56  0.105
H18 -1.96 4.11 0.55  0.109
H19 -4.01 -0.26 -1.09  0.081
H20 -5.36 -0.22 -3.15  0.109
H21 -4.77 1.33 -4.99  0.104
H22 -2.86 2.88 -4.72  0.105
H23 -1.56 2.89 -2.63  0.104
H24 -1.48 0.95 2.63  0.039
H25 -2.96 1.47 4.53  0.108
H26 -5.22 2.40 4.12  0.105
H27 -5.98 2.82 1.81  0.105
H28 -4.50 2.33 -0.09  0.104
Te1 1.41 0.20 1.94  0.921
C27 5.39 0.18 1.30  0.006
C28 4.60 1.23 0.52  -0.491
O1 3.29 0.93 0.32  -0.397
C29 4.74 2.57 1.30  -0.554
F1 3.96 2.53 2.39  0.112
F2 4.36 3.65 0.58  0.144
F3 5.99 2.82 1.73  0.140
C30 5.28 1.38 -0.87  -0.554
F4 5.36 0.19 -1.48  0.148
F5 4.59 2.19 -1.71  0.138
F6 6.53 1.88 -0.80  0.149
H29 4.96 0.09 2.29  0.086
H30 6.45 0.43 1.39  0.096
H31 5.30 -0.77 0.78  0.081

7.
C17H25CuN4O9P2 | the ωB97M-V functional and the def2-TZVPD basis

The energy relative to the best compared isomer or geometry (same formula, charge and spin) comes out at 0.00 kJ/mol. As for the largest force on an atom: 0.0724 Eh/bohr. The HOMO energy (spin up / spin down) comes out at -10.8 / -10.9 eV. As for the multiplicity: 2. The expectation value of S² is 0.79. The total charge is +1. The calculation puts the LUMO energy (spin up / spin down) at -5.186 / -5.200 eV.

Each line ends with the natural charge from an NBO analysis.
Element x y z (Å)
Cu1 -0.07 0.42 -0.11  0.751
P1 1.96 -0.31 -0.63  0.766
C1 2.30 -0.80 -2.31  -0.520
C2 1.16 -1.22 -3.02  0.119
N1 -0.06 -0.83 -2.51  -0.484
C3 -1.20 -1.33 -2.98  0.231
C4 -1.20 -2.29 -3.99  -0.201
C5 0.02 -2.67 -4.56  -0.165
C6 1.20 -2.07 -4.16  -0.189
C7 -2.45 -0.87 -2.23  -0.757
P2 -1.95 0.61 -1.28  0.838
H1 2.18 -2.31 -4.57  0.229
H2 -2.14 -2.72 -4.31  0.233
H3 0.05 -3.38 -5.39  0.239
H4 -3.27 -0.68 -2.93  0.248
H5 -2.83 -1.62 -1.52  0.272
H6 2.38 1.33 -3.18  0.498
H7 3.30 -1.04 -2.66  0.235
H8 0.99 2.90 -1.76  0.549
O1 2.00 2.26 -3.21  -0.971
H9 2.79 2.73 -3.58  0.494
H10 0.44 2.55 -0.06  0.530
O2 0.47 3.29 -1.06  -0.856
H11 0.88 4.14 -0.87  0.524
C8 -2.07 1.94 -2.52  -0.948
H12 -3.04 1.87 -3.02  0.233
H13 -1.99 2.92 -2.01  0.246
H14 -1.26 1.83 -3.25  0.247
C9 -3.34 0.89 -0.16  -0.966
H15 -3.10 1.77 0.45  0.241
H16 -4.26 1.07 -0.71  0.233
H17 -3.45 0.04 0.52  0.273
C10 1.99 -1.98 0.14  -0.915
H18 2.84 -2.53 -0.29  0.232
H19 2.07 -1.90 1.23  0.245
H20 1.04 -2.49 -0.12  0.255
C11 3.38 0.60 0.08  -0.944
H21 3.12 0.96 1.10  0.250
H22 4.24 -0.08 0.12  0.241
H23 3.61 1.46 -0.57  0.241
O3 1.10 0.81 7.18  -0.359
N2 0.34 -0.07 6.74  0.497
O4 -0.20 -0.91 7.50  -0.353
C12 -0.05 -0.07 5.36  -0.030
C13 0.53 0.85 4.46  -0.072
C14 0.14 0.88 3.10  -0.088
C15 -0.68 -0.21 2.61  0.447
O5 -0.68 -0.60 1.39  -0.693
C16 -1.29 -1.08 3.59  0.009
C17 -0.93 -1.07 4.92  -0.103
N3 -2.24 -2.08 3.06  0.499
O6 -2.29 -3.17 3.68  -0.347
O7 -2.96 -1.80 2.09  -0.360
N4 0.74 1.80 2.23  0.504
O8 1.76 2.43 2.54  -0.305
O9 0.14 2.04 1.02  -0.608
H24 1.23 1.59 4.83  0.283
H25 -1.35 -1.83 5.59  0.300

8.
O2 | the ωB97M-V functional and the def2-TZVPD basis

The energy relative to the best compared isomer or geometry (same formula, charge and spin) comes out at 399.12 kJ/mol. As for the largest force on an atom: 0.1948 Eh/bohr. The HOMO energy comes out at -12.6 eV. As for the multiplicity: 1. The calculation puts the LUMO energy at -5.065 eV.

Each line ends with the natural charge from an NBO analysis.
Element x y z (Å)
O1 0.00 0.00 0.85  0.000
O2 0.00 0.00 -0.85  0.000